Entry 1:
{"formula": "C4H20NO8", "method": "ωB97M-V/def2-TZVPD", "total_charge": -1, "de_lowest_kj_mol": 238.6, "homo_ev": -5.9, "gap_ev": 9.05, "elements": ["C", "O", "C", "C", "C", "N", "O", "H", "H", "H", "H", "H", "H", "H", "H", "H", "H", "O", "H", "H", "O", "H", "H", "O", "H", "H", "O", "H", "H", "O", "H", "H", "O"], "positions_angstrom": [[-0.3710, -1.6220, -0.1438], [-1.7863, -1.6621, -0.3411], [-0.0773, -0.6988, 1.0183], [0.7921, 0.5679, 0.7243], [0.1251, 1.8641, 1.1414], [-0.9847, 2.1868, 0.4772], [0.6886, 2.6082, 1.9200], [-0.0040, -2.6564, -0.1296], [0.0500, -1.2421, -1.0855], [-1.1884, -0.4383, 1.3787], [0.2709, -1.3153, 1.8297], [1.6941, 0.5277, 1.3913], [1.0516, 0.6728, -0.3169], [-1.6408, 2.8858, 0.9062], [-1.6162, 1.3617, -0.0832], [4.5108, -0.0053, -1.3032], [3.3087, -0.2963, -2.2176], [4.2584, -0.0141, -2.2405], [-0.3478, -4.0190, -1.5753], [0.4332, -2.6762, -2.0846], [0.4708, -3.6780, -1.9332], [3.1837, 1.6272, 2.6146], [2.6573, 2.5822, 1.7473], [3.5155, 2.1998, 1.8998], [-3.5286, 0.4602, -1.0096], [-2.1946, -0.6528, -0.6935], [-2.5132, 0.6420, -0.9379], [-3.7312, -2.1889, 0.7575], [-2.8174, -1.7938, 2.0339], [-3.7122, -2.1427, 1.7695], [-0.4877, 1.0171, -3.1605], [-1.1052, 0.6238, -1.7589], [-0.2239, 0.7407, -2.2644]], "forces_ev_per_a": [[-1.4, 0.2, -1.4], [-0.6, 0.2, -0.8], [-2.1, 0.6, 0.5], [0.1, -0.8, 2.1], [-0.2, -0.2, -1.3], [-3.1, -1.3, -0.4], [0.7, 1.0, 1.5], [-0.1, 0.5, 1.1], [0.4, 0.4, 0.3], [2.5, 0.0, -0.7], [0.7, 0.1, 0.5], [-0.6, -0.1, -1.1], [0.2, -0.2, -0.4], [1.4, -0.7, -0.5], [1.0, 2.3, 1.4], [-0.1, 0.1, -0.4], [1.2, 0.5, -0.1], [-1.1, -0.5, 0.4], [-0.4, 0.6, 0.0], [-0.6, -2.4, 0.5], [1.1, 1.3, -1.2], [0.8, 0.0, -0.1], [-1.0, 0.9, -0.7], [0.3, -0.8, 1.0], [2.9, 0.9, 0.3], [1.3, -1.3, 0.8], [-3.3, -1.2, -0.6], [0.9, 0.3, 2.3], [-1.4, -0.6, -1.1], [0.5, 0.2, -1.0], [0.1, -0.2, 0.7], [1.0, 0.4, -1.3], [-0.9, -0.1, -0.2]]}


Entry 2:
{"formula": "C4H20O8", "method": "ωB97M-V/def2-TZVPD", "de_lowest_kj_mol": 171.9, "homo_ev": -10.0, "gap_ev": 10.19, "elements": ["O", "C", "C", "O", "H", "H", "H", "H", "H", "H", "O", "C", "C", "O", "H", "H", "H", "H", "H", "H", "O", "H", "H", "O", "H", "H", "O", "H", "H", "O", "H", "H"], "positions_angstrom": [[5.1787, -1.0253, -30.8963], [5.0528, -0.8317, -29.5195], [3.6712, -1.3108, -28.9721], [3.6391, -2.6988, -28.8912], [4.9095, -1.9195, -31.1188], [5.7831, -1.3868, -28.9306], [5.3617, 0.1715, -29.2257], [2.8319, -1.0041, -29.5963], [3.4667, -0.9056, -27.9811], [2.7217, -2.9813, -28.8801], [5.2018, -4.8602, -29.1450], [5.2832, -5.3508, -30.4936], [5.6677, -4.4135, -31.6293], [4.7627, -3.3755, -31.8222], [4.5635, -4.1546, -29.0171], [5.8988, -6.2502, -30.5084], [4.2632, -5.7024, -30.6485], [5.8090, -5.0730, -32.4855], [6.6028, -3.8970, -31.4126], [4.1150, -3.8019, -32.3881], [4.1400, -2.4626, -26.0905], [4.5204, -1.5965, -25.9445], [4.1090, -2.5537, -27.0429], [5.2965, 0.0847, -26.1350], [5.3912, 0.3073, -25.2089], [5.6195, 0.8557, -26.6014], [4.1457, -5.2114, -24.9749], [4.1105, -4.2841, -25.2096], [4.9562, -5.5291, -25.3729], [2.3013, -1.4225, -24.1930], [1.5976, -0.9861, -24.6731], [2.9643, -1.6107, -24.8573]], "forces_ev_per_a": [[0.3, 1.2, 0.4], [-0.7, -0.9, 0.8], [0.2, 2.3, -0.3], [0.0, -1.4, 0.1], [0.0, -0.4, -0.2], [0.3, -0.7, -0.1], [-0.8, 0.4, -0.4], [0.2, 0.4, -0.4], [0.2, 0.4, 0.1], [-0.1, -0.1, 0.0], [1.7, -0.6, -0.4], [-1.5, 0.2, 1.1], [1.8, -0.6, 1.8], [-1.2, -0.8, -1.1], [0.0, 0.2, -0.6], [0.3, 0.2, 0.2], [-0.2, -0.3, -0.8], [-0.1, 0.3, -0.4], [0.3, -0.4, 0.0], [-0.7, 0.7, -0.1], [-0.2, -0.3, 0.6], [0.5, 0.3, -0.2], [0.0, -0.3, -0.4], [0.0, 0.0, 0.0], [0.0, 0.1, 0.4], [0.1, 0.1, -0.2], [-0.2, -0.4, 0.2], [0.0, 0.5, -0.1], [0.2, -0.1, -0.1], [-0.2, 0.3, 0.5], [-0.2, 0.1, 0.0], [0.1, -0.5, -0.3]]}


Entry 3:
{"formula": "C4H20O9", "method": "ωB97M-V/def2-TZVPD", "de_lowest_kj_mol": 339.5, "homo_ev": -9.7, "gap_ev": 9.96, "elements": ["O", "C", "C", "C", "C", "O", "H", "H", "H", "H", "H", "H", "O", "H", "H", "O", "H", "H", "O", "H", "H", "O", "H", "H", "O", "H", "H", "O", "H", "H", "O", "H", "H"], "positions_angstrom": [[2.6908, 1.5378, 3.1194], [2.0103, 0.5377, 3.0255], [1.5926, 0.2710, 1.5705], [0.5263, -0.7814, 1.2075], [-0.6400, -0.2573, 2.0423], [-1.6498, 0.1360, 1.4990], [1.9047, -0.1314, 3.8852], [1.4434, 1.2647, 1.1586], [2.5698, -0.0724, 1.2076], [0.7634, -1.8110, 1.4459], [0.0431, -0.5872, 0.2193], [-0.5901, -0.3722, 3.1278], [-1.4946, -2.3764, -3.1806], [-0.5403, -2.3855, -2.9973], [-1.4603, -1.5532, -3.7121], [1.8544, 1.8195, -1.1235], [1.2163, 1.2785, -0.6389], [1.4902, 2.7034, -1.1300], [-0.7064, 0.4841, -1.3005], [-0.9586, 0.7393, -0.3910], [-1.2659, -0.3189, -1.2530], [-1.4202, 0.4931, -3.9114], [-0.7324, 0.8326, -4.5112], [-0.9074, 0.7465, -3.1086], [-0.1252, 3.5910, 1.5751], [-0.1329, 4.1721, 0.8107], [-1.0588, 3.6354, 1.8227], [-2.3422, -1.8352, -0.7921], [-1.9172, -1.6785, -1.6800], [-3.3019, -1.6910, -0.8270], [0.8253, -3.2638, -0.6518], [1.5840, -3.6709, -1.1026], [0.2524, -4.0558, -0.6599]], "forces_ev_per_a": [[-0.3, -0.4, 1.1], [1.0, 1.4, -1.5], [1.0, -1.4, 0.4], [-1.8, 2.4, 0.8], [-0.7, -1.8, -1.0], [0.3, 0.7, 0.6], [-0.4, -0.3, 0.0], [-0.2, -0.1, 0.1], [-0.1, 0.1, -0.4], [0.1, 0.0, -0.2], [1.7, -1.1, 0.6], [0.0, 0.3, 0.5], [1.3, 1.1, -0.7], [-0.1, -0.8, 0.4], [-0.8, 0.0, -0.2], [0.2, -0.2, 0.0], [0.1, 0.2, -0.5], [-0.1, 0.2, 0.0], [-0.7, -0.3, 0.8], [0.0, 0.8, -0.2], [0.2, 0.2, -0.4], [1.8, 0.6, 0.1], [-0.7, -0.3, -0.7], [-1.1, -0.4, 0.4], [-0.5, 0.1, -0.1], [0.4, 0.1, -0.2], [0.1, -0.3, 0.3], [0.3, 0.5, 0.2], [-1.5, -1.3, 0.4], [0.6, 0.1, -0.4], [0.1, -1.4, -0.6], [0.2, 0.6, 0.2], [-0.3, 0.8, 0.3]]}


Entry 4:
{"formula": "C4H21N2O7S", "method": "ωB97M-V/def2-TZVPD", "total_charge": -1, "de_lowest_kj_mol": 88.2, "homo_ev": -3.8, "gap_ev": 6.75, "elements": ["O", "C", "N", "C", "C", "S", "C", "N", "H", "H", "H", "H", "H", "H", "H", "H", "H", "H", "H", "O", "H", "H", "O", "H", "H", "O", "H", "H", "O", "H", "H", "O", "H", "H", "O"], "positions_angstrom": [[-1.8236, -1.4443, -1.6374], [-0.8191, -1.7863, -2.2693], [0.3839, -1.2598, -2.1047], [0.7831, -0.1130, -1.2962], [2.0001, -0.5746, -0.4680], [3.4801, -0.4838, -1.4985], [-0.3460, 0.6908, -0.5772], [0.3091, 1.6228, 0.3524], [-0.8519, -2.6347, -2.9659], [1.1415, -1.6478, -2.6385], [1.0791, 0.6512, -2.0162], [1.8357, -1.5287, 0.0322], [1.9926, 0.1722, 0.3117], [-1.1016, 0.0913, -0.0815], [-0.8510, 1.2709, -1.3552], [-0.2287, 2.3882, 0.7189], [1.1252, 1.9862, -0.1333], [2.7876, -0.3466, 2.5217], [2.0754, 1.0196, 2.0103], [2.3851, 0.4917, 2.7480], [0.7621, -0.3535, 2.7322], [-0.6506, -0.2076, 2.0915], [-0.0937, -0.8046, 2.6012], [-3.1657, 1.1886, 0.7005], [-4.0846, 2.3445, 0.6696], [-3.3091, 2.0386, 1.1534], [-3.8359, -1.1767, 0.7202], [-3.1879, -0.9083, -0.6709], [-3.8626, -0.5890, -0.0399], [-1.7177, -2.1830, 0.3324], [-0.9175, -2.1204, 1.6372], [-1.3252, -2.7412, 1.0156], [3.1164, 2.2242, -1.5929], [3.6317, 2.0090, -0.2212], [3.2835, 2.7140, -0.7822]], "forces_ev_per_a": [[-0.3, -0.2, -0.5], [0.1, 0.1, 0.9], [-0.9, 0.1, -0.5], [-0.5, -0.1, 0.2], [-0.6, 1.3, -0.2], [0.3, -0.3, -0.1], [0.0, 0.2, 0.2], [1.0, -0.7, 0.0], [0.0, 0.0, -0.1], [0.4, 0.0, -0.1], [0.8, -0.2, 0.0], [-0.2, -0.2, -0.3], [0.6, -0.1, 0.3], [0.1, -0.1, 0.2], [-0.3, -0.3, -0.1], [-0.6, 0.0, -0.3], [0.0, 0.5, 0.2], [0.1, 0.2, -0.9], [0.1, -0.4, -0.7], [-0.1, 0.2, 1.6], [-0.3, 0.1, -0.1], [0.3, 0.4, 0.1], [-0.3, -0.2, 0.2], [0.0, -0.1, 0.2], [0.0, 0.2, 0.2], [0.0, -0.1, -0.4], [0.1, -0.1, 0.0], [-0.2, -0.1, 0.1], [0.1, 0.3, 0.0], [0.2, -0.2, -0.2], [0.3, -0.1, 0.1], [-0.4, 0.0, 0.0], [0.2, -0.4, -0.3], [0.2, -0.1, -0.2], [-0.3, 0.4, 0.4]]}


no.,total energy (eV)
1,-22343.5766
2,-20851.1205
3,-22898.0764
4,-32639.1994